# 1
Below is a structure of composition C26H23AuN2O7, with properties calculated with ωB97M-V/def2-TZVPD.

Computed properties:
**LUMO**: -3.0 eV
**Energy relative to the best compared isomer or geometry (same formula, charge and spin)**: 243.45 kJ/mol

XYZ file:
```
59
Properties=species:S:1:pos:R:3:forces:R:3
Au 0.1554 -0.2659 -0.2751 0.2 0.2 -0.1
O 2.4097 -1.3804 0.6110 0.2 0.0 -0.3
C 2.7372 -2.6567 0.9398 0.5 -0.8 0.1
C 4.0275 -2.9757 1.3503 -0.1 0.3 -0.1
C 4.3685 -4.2737 1.6741 0.0 0.0 -0.1
C 3.4202 -5.2774 1.5842 -0.1 -0.2 0.0
C 2.1248 -4.9704 1.2022 0.3 0.1 0.1
C 1.7777 -3.6672 0.8908 -0.9 0.6 -0.5
C 0.3192 -3.3242 0.4963 1.9 -2.0 2.9
O -0.5464 -3.8755 1.1529 -0.6 0.3 -0.4
O 0.2358 -2.5388 -0.4752 -1.0 3.4 -2.8
H 3.1960 -0.8177 0.5924 0.0 -0.1 0.2
H 4.7593 -2.1822 1.3961 0.2 0.1 0.1
H 5.3795 -4.4967 1.9839 0.0 0.0 0.0
H 3.6855 -6.2971 1.8116 0.0 -0.1 0.1
H 1.3724 -5.7424 1.1438 -0.1 0.0 0.0
C 3.7972 -0.0569 -3.4033 0.1 0.0 -0.1
C 2.8197 -1.0255 -3.5496 -0.1 0.2 -0.1
C 1.7044 -1.0207 -2.7243 -0.5 -0.3 0.3
C 1.5792 -0.0433 -1.7568 0.5 -0.5 0.7
C 2.5339 0.9470 -1.6316 -0.2 0.4 0.5
C 3.6517 0.9397 -2.4549 -0.1 0.0 -0.1
H 4.6678 -0.0693 -4.0401 0.1 0.0 -0.1
H 2.9094 -1.7891 -4.3061 0.0 -0.1 -0.1
H 0.9557 -1.7905 -2.8302 0.0 -0.2 0.1
H 2.4160 1.7418 -0.9120 0.0 0.1 0.2
H 4.3968 1.7163 -2.3484 0.0 0.0 0.0
O 1.7574 3.3854 1.6615 -0.5 0.1 -0.5
C 1.4160 2.2277 1.4987 2.6 -0.4 1.9
O 0.4573 1.8186 0.7783 -2.1 -1.2 -2.5
C 2.1921 1.1582 2.2634 -0.6 0.3 -0.4
C 1.5399 0.0792 2.8397 0.3 0.2 0.1
C 2.2361 -0.8655 3.5922 0.2 0.0 0.2
C 3.5906 -0.6774 3.7303 0.1 0.5 -0.2
O 4.5039 -1.4294 4.4183 -0.5 -0.2 -0.2
C 5.7202 -0.7174 4.3451 1.0 -0.3 0.8
O 5.5798 0.3496 3.4355 -0.1 0.2 -0.4
C 4.2452 0.4071 3.1366 -0.4 -0.4 0.2
C 3.5696 1.3404 2.3945 0.3 -0.2 0.2
H 0.4749 -0.0339 2.7125 -0.2 0.0 0.0
H 1.7348 -1.7049 4.0432 0.0 -0.1 0.1
H 6.5260 -1.3860 4.0147 -0.2 0.1 -0.1
H 5.9766 -0.3234 5.3438 -0.2 0.0 -0.2
H 4.0603 2.1910 1.9561 0.1 0.2 0.0
C -3.7284 2.4973 2.4162 0.0 0.1 0.0
C -3.2507 1.2713 1.7379 0.1 -0.3 -0.1
C -3.8699 0.0698 1.4408 0.2 0.1 -0.1
C -2.9092 -0.7116 0.7843 -0.2 0.2 0.2
N -1.7767 -0.0166 0.7111 0.5 -0.7 -0.1
N -1.9955 1.1698 1.2834 -0.4 0.4 0.4
C -3.0405 -2.0772 0.2311 0.1 -0.2 0.1
H -4.7128 2.3329 2.8420 0.0 0.0 0.0
H -3.7813 3.3254 1.7105 -0.1 0.1 0.0
H -3.0345 2.7789 3.2060 -0.1 0.1 0.1
H -4.8792 -0.2092 1.6572 -0.3 0.0 0.1
H -1.2234 1.8372 1.2731 0.0 0.0 0.0
H -4.0887 -2.3473 0.1260 0.0 0.0 -0.1
H -2.5466 -2.8062 0.8793 0.0 0.0 -0.1
H -2.5428 -2.1305 -0.7359 0.0 -0.1 0.0
```
Forces are in eV/Å.

***

# 2
Below is a structure of composition C26H23Br2N3O2PtS2, with properties calculated with ωB97M-V/def2-TZVPD.

Computed properties:
**LUMO (spin up / spin down)**: -5.8 / -7.9 eV
**Total charge**: +2
**Energy relative to the best compared isomer or geometry (same formula, charge and spin)**: 64.09 kJ/mol
**2S+1**: 3
**Expectation value of S²**: 2.005

XYZ file:
```
59
Properties=species:S:1:pos:R:3:forces:R:3
Pt -0.1456 -0.2883 0.1417 -0.1 -0.1 -0.2
S 1.9462 1.8214 5.1882 -0.2 -0.2 0.1
C 2.2220 2.2533 6.8139 0.0 0.0 0.0
C 1.4872 1.4968 7.6742 0.1 0.2 0.1
C 0.6848 0.5469 7.0074 -0.1 -0.2 -0.2
C 0.8102 0.5858 5.6420 0.3 0.4 0.2
C 0.1377 -0.2354 4.6491 -0.2 -0.4 -0.2
C 0.3700 -0.0219 3.2740 0.1 0.1 0.3
N -0.2230 -0.7101 2.3233 0.0 0.3 -0.5
C -1.0850 -1.6976 2.6470 0.0 0.0 0.4
C -1.3618 -2.0127 3.9863 0.1 0.0 -0.2
C -2.2545 -3.0977 4.2728 -0.1 -0.1 -0.1
C -2.8013 -3.8243 3.2743 0.0 0.0 0.2
C -2.5461 -3.5054 1.9000 0.2 0.1 -0.1
C -3.0888 -4.2337 0.8369 0.1 0.1 -0.3
C -2.8678 -3.8347 -0.4747 0.1 0.1 0.4
C -2.0540 -2.6992 -0.6655 -0.2 -0.2 -0.2
N -1.4764 -2.0408 0.3196 0.4 0.4 0.1
C -1.7116 -2.4188 1.5953 -0.2 -0.4 0.1
C -3.4306 -4.5487 -1.6062 -0.1 -0.2 -0.5
C -4.2831 -5.6277 -1.5933 0.2 0.3 0.2
C -4.6082 -6.0934 -2.8821 0.0 0.0 -0.3
C -4.0033 -5.3708 -3.8682 -0.1 -0.1 0.0
S -3.0373 -4.1194 -3.2442 0.0 -0.1 0.3
C -0.7445 -1.2507 4.9845 0.1 0.2 -0.1
H 2.9196 3.0429 7.0427 0.0 0.0 0.0
H 1.5214 1.6149 8.7465 0.0 0.0 0.0
H 0.0350 -0.1387 7.5318 0.0 0.0 0.0
H 1.0581 0.7460 2.9597 0.0 0.1 -0.2
H -2.4764 -3.3193 5.3084 0.0 -0.1 0.0
H -3.4609 -4.6556 3.4865 0.0 0.0 0.0
H -3.6785 -5.1160 1.0453 -0.1 0.0 0.0
H -1.8893 -2.3323 -1.6690 0.1 0.0 0.0
H -4.6849 -6.0800 -0.6985 0.0 0.0 0.0
H -5.2661 -6.9270 -3.0750 0.0 0.0 0.0
H -4.0837 -5.5080 -4.9346 0.0 0.0 0.0
H -0.9698 -1.4654 6.0208 0.0 0.0 0.0
Br 0.3127 -1.0506 -2.6689 0.2 0.1 -0.2
C 2.2289 -1.0252 -2.4265 -0.2 0.0 0.0
Br 2.6590 -0.6274 -0.5794 -0.3 -0.1 0.2
H 2.6483 -0.2530 -3.0580 0.0 0.0 0.1
H 2.6165 -2.0074 -2.6642 0.0 0.0 0.1
O 0.3505 1.6665 -0.8267 -0.1 -0.6 0.5
C 1.0144 2.3780 -0.0246 0.5 0.3 0.7
O 1.2772 2.1103 1.1652 0.0 0.1 -0.5
C 1.5778 3.7145 -0.5654 -0.5 -0.3 -0.3
N 2.5209 4.2226 0.4930 -0.2 -0.3 0.2
C 2.0474 5.5703 0.9435 -0.3 0.3 0.1
C 0.5488 5.4962 0.6926 0.1 -0.1 -0.1
C 0.4911 4.7966 -0.6689 0.0 0.1 0.0
H 2.0818 3.5279 -1.5106 0.1 0.1 0.1
H 3.5007 4.2183 0.2235 0.0 -0.1 -0.1
H 2.3474 3.5065 1.2457 0.2 0.2 -0.1
H 2.4995 6.3337 0.3122 0.1 -0.1 0.0
H 2.3267 5.7389 1.9804 0.1 -0.1 0.0
H 0.0897 6.4810 0.6875 0.0 0.0 0.0
H 0.0598 4.8909 1.4583 0.0 0.0 0.0
H 0.7452 5.5025 -1.4597 0.0 0.0 0.0
H -0.4826 4.3708 -0.8996 0.0 -0.1 0.0
```
Forces are in eV/Å.

***

# 3
Below is a structure of composition C26H23BrN5O2S3SiV, with properties calculated with ωB97M-V/def2-TZVPD.

Computed properties:
**LUMO (spin up / spin down)**: 1.9 / 1.9 eV
**Total charge**: -1
**Energy relative to the best compared isomer or geometry (same formula, charge and spin)**: 69.74 kJ/mol
**2S+1**: 4
**Expectation value of S²**: 3.761

XYZ file:
```
62
Properties=species:S:1:pos:R:3:forces:R:3
V -1.5981 -0.2769 1.9631 -0.2 -0.2 0.4
S -2.2993 1.4908 3.5846 0.1 -0.4 -0.2
C -2.4087 0.5299 5.0183 0.1 -1.3 1.4
C -2.5607 1.2039 6.3020 0.0 -0.8 -2.3
N -2.6783 1.7309 7.3036 -0.1 0.9 1.7
C -2.2927 -0.8532 5.1342 0.4 1.6 -2.1
S -1.9068 -1.9295 3.7957 -0.2 0.4 -0.3
C -2.2768 -1.5171 6.3602 -0.2 0.4 -0.3
N -2.2096 -2.1758 7.2866 0.1 -0.9 1.7
C -1.9286 -0.4090 -5.1619 0.6 0.0 -0.2
Si -2.6400 -0.8965 -3.4964 0.3 0.2 0.4
C -2.1584 -2.6665 -3.3497 -1.0 -0.2 1.2
C -4.4865 -0.9540 -3.4875 -0.4 -1.3 0.2
C -2.2656 0.3097 -2.1203 0.3 -0.5 0.1
C -2.3131 1.6527 -2.3852 -0.4 0.4 -1.7
C -2.1878 2.6246 -1.4138 -0.3 0.7 0.7
C -1.9922 2.1726 -0.1263 0.3 0.5 0.4
N -1.8890 0.8938 0.1655 -0.1 -1.3 0.2
C -2.0395 -0.0729 -0.7831 0.8 0.6 -0.3
S -1.7184 -1.6733 -0.2674 0.0 -0.1 0.9
H -2.3575 -1.1385 -5.8569 -0.1 0.2 -0.2
H -0.8339 -0.5284 -5.2694 -0.4 -0.1 0.4
H -2.1209 0.6043 -5.5043 -0.4 0.1 -0.1
H -2.8159 -3.0409 -4.1248 0.4 -0.6 -0.7
H -2.5483 -3.1518 -2.4247 0.7 0.5 -0.6
H -1.1041 -2.8189 -3.5032 0.3 -0.5 -0.1
H -4.7909 -1.8202 -4.1164 -0.2 0.7 0.2
H -4.9928 -0.0519 -3.7679 -0.3 0.4 -0.3
H -4.7922 -1.2117 -2.4527 0.1 0.2 -0.4
H -2.4843 1.9178 -3.4495 0.1 0.2 0.7
H -2.3452 3.6873 -1.5689 0.2 -0.2 -0.3
H -1.8504 2.8012 0.7546 -0.2 0.3 -0.4
C 0.9622 -0.3921 5.6665 0.8 1.1 0.2
O 0.8558 -0.1784 4.2488 0.8 -0.5 0.4
C 1.9700 -0.3915 3.5054 -0.9 0.5 -0.4
C 3.2446 -0.6746 3.9656 0.6 0.1 1.8
C 4.3664 -0.6203 3.1391 -1.4 -0.2 -1.1
Br 6.0775 -0.6276 3.8665 0.6 -0.2 0.3
C 4.1870 -0.4498 1.7618 2.5 0.3 2.2
C 2.9334 -0.1826 1.3177 -2.4 0.1 -1.9
C 1.7754 -0.1397 2.1301 2.5 -0.6 1.2
O 0.5750 0.2158 1.7120 -0.8 0.1 -0.8
C 2.7921 0.0735 -0.1234 -1.0 1.1 -0.8
N 1.7838 0.7503 -0.6908 0.5 -1.3 1.2
C 2.0821 0.8282 -2.0370 0.4 -0.1 0.7
C 1.4190 1.4934 -3.0448 -1.2 0.8 -0.3
C 2.0465 1.6950 -4.2550 -0.2 -0.4 0.1
C 3.2958 1.1178 -4.4806 1.7 -0.3 -0.6
C 3.9803 0.3714 -3.5077 -0.7 0.4 0.4
C 3.3262 0.2406 -2.2633 0.6 0.4 -1.1
N 3.7603 -0.2325 -1.0443 -0.5 0.1 -0.3
H 1.9641 0.0336 6.0222 -1.5 -0.5 -0.2
H 0.8741 -1.4531 5.9100 0.1 0.1 -0.1
H 0.1261 0.1692 6.1225 0.5 -0.3 -0.3
H 3.4007 -0.7932 5.0662 -0.1 0.0 -1.2
H 5.1087 -0.2965 1.1712 -0.9 -0.3 0.1
H 0.6807 0.4174 0.7595 -0.3 0.4 -0.7
H 0.4057 1.8867 -2.8977 0.5 -0.1 0.2
H 1.5240 2.2874 -4.9987 0.3 -0.2 -0.1
H 3.8518 1.2860 -5.4296 -0.7 -0.1 0.7
H 4.9998 0.0078 -3.6608 -0.4 0.0 -0.1
H 4.5174 -0.8748 -0.9692 0.3 -0.2 0.5
```
Forces are in eV/Å.

***

# 4
Below is a cluster of 2 separate species, C26H23F2Si in total, with properties calculated with ωB97M-V/def2-TZVPD.

Computed properties:
**LUMO**: -5.1 eV
**Total charge**: +1

XYZ file:
```
52
Properties=species:S:1:pos:R:3:forces:R:3
F 2.7428 0.4507 5.5669 0.2 0.1 -1.4
C 2.7221 0.6376 4.2009 -0.4 -0.4 0.2
C 2.8197 1.9229 3.6904 -0.4 -0.1 0.1
C 2.7188 2.1113 2.3129 0.6 -0.1 -0.2
C 2.5685 1.0468 1.4051 -0.1 -0.2 -0.1
C 2.5520 1.3869 -0.1153 -1.0 0.2 0.0
C 2.8840 0.5264 -1.3647 0.0 -0.3 0.3
C 2.9296 1.1765 -2.6113 0.5 0.0 0.1
C 3.2144 0.5082 -3.8027 -0.3 -0.2 0.3
C 3.3607 -0.8718 -3.7704 -0.5 -0.5 0.0
F 3.4815 -1.5631 -4.9519 0.1 0.6 1.1
C 3.2169 -1.5774 -2.5790 -0.4 0.5 0.1
C 2.9568 -0.8696 -1.3845 0.4 0.1 -0.3
C 2.2494 -0.1985 1.9776 0.7 0.1 0.3
C 2.4432 -0.4394 3.3588 -0.6 0.5 -0.2
H 2.8887 2.7589 4.3806 0.1 -0.1 -0.2
H 2.7721 3.1283 1.9311 0.2 -0.1 0.0
H 2.9631 2.3990 -0.2616 0.2 -0.5 0.2
H 2.7512 2.2464 -2.6581 0.2 0.0 0.0
H 3.2303 1.0240 -4.7535 0.1 0.0 0.1
H 3.2087 -2.6618 -2.5957 0.2 0.1 0.0
H 2.8240 -1.4104 -0.4513 0.2 -0.1 -0.2
H 1.8375 -0.9881 1.3516 0.5 -0.1 0.2
H 2.2745 -1.4249 3.7872 0.0 0.2 -0.1
C -2.5652 2.5220 -1.0468 0.0 0.2 -0.2
Si -2.4731 0.7679 -0.4475 1.6 -0.4 0.4
H 1.4950 1.5628 -0.2817 -0.6 0.3 -0.1
C -2.5781 0.3421 1.3532 -0.6 -0.3 0.6
C -1.6193 0.4749 2.4000 -0.5 -0.1 -0.5
C -1.9263 0.0426 3.6970 -0.3 0.0 -0.2
C -3.1982 -0.4768 4.0019 0.0 0.0 -0.6
C -4.1502 -0.6153 2.9766 -0.1 0.0 -0.1
C -3.8530 -0.2300 1.6634 0.9 0.2 0.0
C -2.1453 -0.6313 -1.6235 -0.7 -0.2 -0.7
C -1.0627 -1.5592 -1.6525 -0.7 0.1 0.2
C -1.0916 -2.6480 -2.5371 -0.2 0.3 0.1
C -2.1993 -2.8677 -3.3784 -0.2 0.5 0.3
C -3.2662 -1.9523 -3.3648 -0.1 0.0 0.0
C -3.2362 -0.8296 -2.5264 0.6 -0.1 0.4
H -3.6148 2.7471 -1.2781 0.0 0.1 0.0
H -2.2293 3.2693 -0.3123 -0.3 -0.5 0.2
H -1.9849 2.7480 -1.9543 -0.2 -0.6 0.1
H -0.6284 0.8869 2.1824 -0.3 -0.1 0.2
H -1.1670 0.1060 4.4785 -0.2 0.1 -0.3
H -3.4564 -0.7944 5.0234 0.2 0.2 -0.6
H -5.1421 -1.0407 3.1836 0.6 0.2 0.0
H -4.5729 -0.3890 0.8424 0.1 0.0 0.6
H -0.2312 -1.4369 -0.9494 -0.2 -0.1 -0.4
H -0.2485 -3.3428 -2.5616 -0.3 0.3 0.1
H -2.2496 -3.7544 -4.0305 0.1 0.6 0.4
H -4.1445 -2.1087 -4.0065 0.5 0.0 0.3
H -4.0714 -0.1116 -2.5143 0.3 -0.4 -0.3
```
Forces are in eV/Å.

***

no.,F_max (eV/A)
1,4.53
2,0.92
3,3.34
4,1.71